This record from OMol25 describes a cluster of 2 separate species, C2HF3I2 in total at a distorted geometry. The level of theory is wB97M-V/def2-TZVPD.

Summary:
- SMILES string: FC(F)=C(F)I.I
- Largest force on an atom: 0.075 Eh/bohr
- HOMO energy: -9.531 eV
- LUMO level: -0.290 eV
- Charge: 0

Positions of all 8 atoms, in Å:
F -2.538 -3.197 -1.245
I -2.909 -0.431 0.409
C -1.849 -2.306 -1.823
H 0.319 0.013 -1.251
I 1.415 -0.558 -2.672
F -1.238 -2.967 -2.739
F -1.499 0.136 -1.847
C -1.951 -1.025 -1.396

This record from OMol25 describes a structure of composition C35H39CdN2O7S4Sb2 at a distorted geometry. The level of theory is wB97M-V/def2-TZVPD.

Summary:
- Largest force on an atom: 0.041 Eh/bohr
- HOMO energy (alpha / beta): -2.505 / -2.744 eV
- LUMO level (alpha / beta): 4.226 / 3.048 eV
- Spin multiplicity: 2
- Charge: -2

Positions of all 90 atoms, in Å:
H 3.887 -1.005 3.919
H -2.150 3.661 -2.056
C 0.682 -2.187 5.859
C -0.336 -3.125 5.880
Sb 1.919 -2.155 1.538
H 3.511 -1.626 -0.903
H 5.693 1.053 -0.160
S -1.125 -3.294 -5.060
H 6.680 1.601 2.027
H -0.847 -3.363 6.806
C 4.272 -0.563 3.011
H -4.111 -1.601 -0.992
H -2.901 0.463 2.866
C 4.754 -5.088 3.372
O -0.320 -0.291 1.056
H 1.729 -4.482 -0.339
H -1.574 2.394 2.382
H -0.742 -3.375 1.450
H 4.476 -6.703 0.419
H 1.685 4.126 -0.798
Sb 0.231 -2.597 -3.336
H 2.789 -5.765 -0.944
O -4.263 1.051 0.447
C 3.445 -4.888 0.914
O -2.201 5.431 2.797
C 4.965 -6.052 2.399
C -3.148 -0.436 2.307
Cd -0.826 -0.310 -1.189
H -2.353 -1.170 2.429
S -0.933 -2.831 -1.242
C -0.541 -4.117 2.227
C 1.324 -1.891 4.664
N -3.158 3.765 -2.165
C -0.081 -3.445 3.494
S -3.211 0.003 0.530
C -2.175 4.972 1.679
C 4.310 -5.947 1.180
C -0.871 2.819 1.679
H -0.198 5.610 -0.098
O -3.125 5.239 0.800
H 4.264 -0.147 -1.520
H 2.650 -0.080 -0.816
C 0.197 2.062 1.201
C -0.103 4.606 0.299
C 0.936 3.781 -0.092
C -3.638 2.417 -2.484
H 3.718 -3.291 3.881
C 5.337 0.320 3.110
C -3.483 4.647 -3.301
C 0.977 -2.529 3.480
O -1.609 1.788 -1.421
C -2.671 1.369 -1.946
H -5.237 3.816 -4.269
H -1.446 -4.700 2.398
H -2.998 4.810 -0.114
H 0.978 -1.686 6.774
C -1.035 4.110 1.205
C 3.631 -0.554 -0.732
N 1.090 2.535 0.339
C -4.151 3.763 -4.372
H 3.275 -4.072 -1.064
H -4.626 2.249 -2.050
C 5.853 0.904 1.966
O -2.957 0.164 -2.097
O 1.226 0.385 2.510
C 3.891 -4.034 3.111
C 3.234 -3.910 1.892
H 0.237 -4.784 1.845
H -3.871 4.070 -5.380
H -4.158 5.434 -2.956
H -1.523 -4.466 4.703
S 0.445 -0.196 -3.348
H -3.370 -2.362 0.441
C 4.218 -0.286 0.628
C -3.672 2.356 -4.015
H -2.582 5.119 -3.701
H 2.082 -1.120 4.652
C -4.024 -1.566 0.090
H 5.640 -6.880 2.585
C 0.392 0.614 1.622
H -5.006 -1.599 0.559
H 5.757 0.558 4.080
C 3.699 -0.879 1.786
C 2.768 -4.803 -0.430
C 5.292 0.593 0.737
H -2.658 2.179 -4.383
H -4.111 -0.826 2.626
H -4.314 1.559 -4.381
C -0.718 -3.738 4.696
H 5.261 -5.158 4.328

This record from OMol25 describes a structure of composition C21H20BCaN9O2S at a distorted geometry. The level of theory is wB97M-V/def2-TZVPD.

Summary:
- Largest force on an atom: 0.055 Eh/bohr
- HOMO energy: -8.446 eV
- LUMO level: 0.153 eV
- Charge: 0

Positions of all 55 atoms, in Å:
C -2.116 -9.265 -7.830
N 0.283 -16.524 -10.623
N 0.834 -12.084 -10.702
H -5.454 -14.111 -9.638
H -3.431 -13.058 -11.044
N -0.828 -17.363 -10.698
H 0.351 -15.517 -5.961
C -4.543 -14.614 -9.895
C -1.384 -17.963 -7.237
S -0.575 -12.775 -7.219
N -0.232 -10.288 -8.194
H -0.142 -16.907 -13.834
H 5.678 -9.313 -11.683
C -1.003 -11.207 -7.561
N -0.368 -16.111 -7.904
H 4.764 -13.458 -10.968
H 3.297 -8.661 -11.485
H -2.037 -18.821 -7.417
C 1.222 -10.796 -10.974
O 0.432 -9.871 -11.010
H -2.040 -18.127 -12.264
H -3.130 -12.290 -6.843
C 4.970 -10.077 -11.471
C -4.113 -15.887 -9.563
O 2.069 -14.019 -10.445
N -2.238 -10.578 -7.413
C -3.406 -11.214 -6.926
C -0.909 -9.118 -8.375
H 1.584 -15.698 -12.103
H -4.230 -11.048 -7.629
C -1.125 -17.569 -11.989
C -0.198 -16.885 -12.772
C 1.983 -12.789 -10.685
H -4.640 -16.691 -9.018
C -0.164 -16.269 -6.572
H -0.484 -8.299 -8.907
C 0.683 -16.234 -11.870
B -1.995 -17.323 -9.657
H -2.931 -8.596 -7.731
C 4.481 -12.405 -11.069
H 6.455 -11.573 -11.446
N -1.185 -17.209 -8.294
N -2.361 -14.847 -10.557
C -3.414 -13.996 -10.537
H -2.623 -18.415 -9.705
C 3.178 -12.022 -10.912
C -0.726 -17.478 -6.106
C 3.624 -9.707 -11.354
Ca -0.115 -14.358 -9.460
H 0.752 -10.432 -8.403
H -3.678 -10.830 -5.926
C 5.406 -11.384 -11.316
C 2.731 -10.676 -11.051
H -0.624 -17.981 -5.151
N -2.809 -16.033 -9.950

This record from OMol25 describes a cluster of 2 separate species, C4H14N2O in total. The level of theory is wB97M-V/def2-TZVPD.

Summary:
- SMILES string: NCCN.CCO
- Largest force on an atom: 0.012 Eh/bohr
- HOMO energy: -9.378 eV
- LUMO level: 0.856 eV
- Charge: 0

Positions of all 21 atoms, in Å:
H -0.707 2.423 0.113
H 0.915 -2.697 -1.604
N 1.247 -1.214 -3.008
C 0.675 -0.785 -0.680
H -1.998 1.244 0.317
H 0.528 -1.960 1.018
C 0.485 -1.726 -1.865
H -0.588 -1.847 -2.054
H -1.719 1.265 2.745
H 1.740 -0.626 -0.519
H 1.170 -1.872 -3.776
N 0.039 -1.199 0.566
H 0.090 0.244 1.565
H 0.276 0.198 -0.944
O 0.241 1.051 2.126
H 0.820 -0.361 -3.353
H -0.737 2.721 2.689
H -0.921 -1.487 0.417
C -0.958 1.796 2.158
H -2.227 2.933 0.805
C -1.515 2.107 0.779

This record from OMol25 describes a cluster of 3 separate species, C4H17N2O2 in total at a distorted geometry. The level of theory is wB97M-V/def2-TZVPD.

Summary:
- Largest force on an atom: 0.105 Eh/bohr
- HOMO energy: -12.852 eV
- LUMO level: -2.619 eV
- Charge: +1

Positions of all 25 atoms, in Å:
C 1.582 -2.457 0.062
H -1.871 -0.199 -0.914
H 1.120 -0.521 -0.755
H 0.823 0.125 -3.652
H -2.042 2.853 -1.008
C -1.901 2.448 -0.085
N 0.669 -1.283 -0.369
H -1.106 -1.932 0.730
H -2.353 0.164 0.650
N -0.804 1.441 0.144
H 0.450 1.043 -2.366
H -1.780 3.350 0.585
H 1.715 -3.359 -0.566
H 0.080 -1.601 -1.086
H 2.666 -2.075 0.128
O 0.700 0.101 -2.706
C -0.437 -0.998 0.635
O 1.947 0.654 2.033
H -0.410 1.523 1.142
H 2.059 1.576 1.770
C -1.390 0.100 0.077
H 1.183 -3.043 0.871
H -2.840 2.090 0.068
H -0.168 -0.659 1.612
H 2.106 0.660 3.000

This record from OMol25 describes a cluster of 2 separate species, C3H10N3S in total at a distorted geometry. The level of theory is wB97M-V/def2-TZVPD.

Summary:
- Largest force on an atom: 0.089 Eh/bohr
- HOMO energy (alpha / beta): -11.057 / -13.704 eV
- LUMO level (alpha / beta): -3.105 / -6.559 eV
- Spin multiplicity: 3
- Charge: +1

Positions of all 17 atoms, in Å:
H -1.545 1.912 0.902
H 0.415 -0.966 1.143
N 2.390 0.678 0.605
C 1.220 0.582 0.047
H -1.564 -2.732 -0.858
H -1.069 -2.442 0.646
H 2.830 0.096 1.312
S -2.302 1.328 -0.039
H -0.388 1.664 -0.827
H -0.727 -0.635 -1.587
N 0.496 -0.553 0.228
H 3.033 1.436 0.567
H 1.192 2.314 -1.089
H -2.559 -1.684 0.202
N 0.708 1.642 -0.533
C -0.669 -0.772 -0.591
C -1.463 -1.868 -0.129

What is the largest force on an atom in the first record?
0.075 Eh/bohr